# 1
The following is a DFT calculation (the ωB97M-V functional and the def2-TZVPD basis) of a molecular structure, CH19MnO16P.

Cartesian coordinates (Å):
O  18.01  11.95  -11.75
H  18.40  12.72  -12.16
H  18.43  11.81  -10.90
H  18.08  11.17  -12.29
Mn  18.69  8.10  -11.95
C  18.34  9.25  -14.31
O  18.00  9.67  -15.44
O  18.95  8.22  -14.05
O  18.05  9.78  -13.20
P  19.54  9.48  -9.94
O  20.19  9.08  -11.27
O  20.36  8.99  -8.75
O  18.18  8.82  -10.17
O  19.24  11.03  -9.83
O  20.89  11.38  -12.35
H  20.85  11.46  -13.30
H  20.73  10.45  -12.18
O  18.53  12.38  -15.41
H  19.45  12.18  -15.27
H  18.08  11.54  -15.30
O  21.58  8.69  -14.78
H  20.73  8.43  -14.43
H  22.17  8.67  -14.02
O  15.39  10.61  -14.41
H  16.28  10.35  -14.18
H  14.85  10.24  -13.72
O  19.57  10.09  -17.74
H  19.09  10.10  -16.91
H  20.28  9.46  -17.59
O  16.38  10.47  -17.32
H  16.45  11.40  -17.13
H  16.93  10.04  -16.66
O  19.58  6.40  -15.89
H  18.72  6.44  -16.31
H  19.55  7.06  -15.20
O  17.13  7.32  -16.71
H  17.46  8.16  -16.39
H  16.84  7.50  -17.60

Values from the calculation:
* highest occupied orbital energy (alpha / beta): -6.64 / -7.39 eV
* total charge: -1
* LUMO level (alpha / beta): 0.0722 / -0.0495 Ha
* ⟨S²⟩: 12.02
* spin multiplicity: 7

Results of the natural (NBO) charge analysis, in e, for atoms 1 through 4: -0.777, 0.540, 0.549, 0.564



# 2
The following is a DFT calculation (the ωB97M-V functional and the def2-TZVPD basis) of a molecular structure, C31H38BFN8O5PbS8.

Cartesian coordinates (Å):
Pb  0.14  -1.43  -2.75
C  -1.10  4.82  -2.84
C  0.35  4.61  -2.42
C  1.19  4.02  -3.50
C  0.91  5.94  -1.97
N  0.37  3.56  -1.32
C  0.99  3.77  -0.14
C  0.95  2.61  0.55
N  0.13  1.74  -0.19
B  0.02  0.25  0.22
N  1.40  -0.23  0.67
C  1.74  -0.68  1.96
C  3.07  -0.97  1.93
N  3.50  -0.80  0.66
C  2.46  -0.33  -0.08
S  2.54  -0.09  -1.78
C  4.92  -1.01  0.23
C  5.03  -1.73  -1.12
C  5.47  0.43  0.00
C  5.74  -1.80  1.24
N  -0.95  0.10  1.33
C  -1.29  1.19  2.14
C  -1.90  0.67  3.23
N  -2.09  -0.65  3.05
C  -1.45  -1.00  1.90
S  -1.37  -2.62  1.32
C  -2.31  -1.55  4.25
C  -2.58  -0.65  5.43
C  -3.60  -2.41  3.95
C  -1.07  -2.48  4.44
C  -0.22  2.31  -1.35
S  -1.07  1.51  -2.60
H  -1.21  5.59  -3.55
H  -1.77  5.07  -1.98
H  -1.62  3.96  -3.23
H  1.09  4.52  -4.49
H  0.89  2.97  -3.71
H  2.25  3.96  -3.21
H  0.92  6.52  -2.85
H  1.94  5.75  -1.64
H  0.33  6.43  -1.17
H  1.29  4.72  0.15
H  1.30  2.30  1.55
H  -0.35  -0.37  -0.70
H  1.09  -0.47  2.81
H  3.68  -1.20  2.75
H  5.02  -0.98  -1.85
H  4.20  -2.35  -1.29
H  5.98  -2.26  -1.11
H  4.86  0.73  -0.79
H  6.54  0.36  -0.31
H  5.35  0.99  0.90
H  5.66  -2.88  1.13
H  5.49  -1.54  2.27
H  6.79  -1.55  1.00
H  -0.98  2.18  1.91
H  -2.36  1.23  4.02
H  -3.54  -0.19  5.40
H  -1.80  0.13  5.64
H  -2.66  -1.19  6.34
H  -4.56  -1.88  4.13
H  -3.56  -3.40  4.41
H  -3.54  -2.59  2.87
H  -0.17  -1.86  4.43
H  -1.03  -3.33  3.78
H  -1.17  -2.87  5.40
S  6.44  -5.69  -1.89
C  5.06  -5.07  -2.37
S  3.66  -5.23  -1.37
C  2.70  -4.01  -2.15
C  3.16  -3.51  -3.36
S  2.30  -2.53  -4.43
S  4.74  -4.08  -3.80
S  1.15  -3.63  -1.40
O  -3.21  -5.88  -0.63
C  -3.17  -4.73  -0.88
F  -3.37  2.83  0.10
C  -3.92  1.93  -0.70
C  -4.23  0.73  -0.27
N  -4.81  -0.15  -1.15
C  -5.00  -1.52  -0.72
C  -3.91  -2.51  -1.26
O  -3.03  -2.35  -2.01
O  -4.16  -3.79  -0.70
C  -5.25  0.20  -2.38
O  -5.99  -0.49  -3.10
N  -4.84  1.42  -2.80
C  -4.32  2.49  -1.98
O  -4.40  3.62  -2.30
H  -3.76  0.38  0.64
H  -5.93  -1.99  -1.13
H  -4.99  -1.68  0.32
H  -5.22  1.63  -3.74

Values from the calculation:
* highest occupied orbital energy (alpha / beta): -7.64 / -7.64 eV
* total charge: 0
* LUMO level (alpha / beta): -0.0165 / -0.0849 Ha

Results of the Mulliken charge analysis, in e, for atoms 1 through 4: 0.904, -1.624, 1.290, -1.372



# 3
The following is a DFT calculation (the ωB97M-V functional and the def2-TZVPD basis) of C15H18N4O2S in the gas phase.

Cartesian coordinates (Å):
N  -5.65  -1.01  -1.33
C  -4.68  -0.09  -1.16
O  -4.21  0.53  -2.08
C  -4.24  0.06  0.30
C  -3.47  1.36  0.53
C  -2.09  1.32  -0.12
N  -1.35  0.16  0.34
C  -0.24  0.14  1.07
O  0.31  -0.90  1.41
C  0.39  1.47  1.47
S  1.22  2.28  0.05
C  2.65  1.29  -0.13
N  3.68  1.70  -0.80
C  4.58  0.67  -0.74
C  5.86  0.55  -1.29
C  6.54  -0.63  -1.06
C  5.98  -1.67  -0.31
C  4.72  -1.57  0.23
C  4.03  -0.40  0.01
N  2.78  0.04  0.40
C  -2.02  -1.09  0.01
C  -3.37  -1.14  0.71
H  -6.08  -1.51  -0.57
H  -6.00  -1.18  -2.27
H  -5.15  0.07  0.92
H  -4.03  2.20  0.11
H  -3.36  1.52  1.61
H  -1.54  2.24  0.07
H  -2.22  1.22  -1.21
H  -0.34  2.19  1.83
H  1.14  1.29  2.24
H  6.28  1.35  -1.86
H  7.53  -0.75  -1.47
H  6.55  -2.58  -0.17
H  4.28  -2.38  0.81
H  2.09  -0.50  0.90
H  -1.38  -1.91  0.34
H  -2.15  -1.14  -1.07
H  -3.87  -2.08  0.47
H  -3.21  -1.11  1.79

Values from the calculation:
* highest occupied orbital energy: -7.83 eV
* SMILES string: NC(=O)C1CCN(C(=O)CSc2nc3ccccc3[nH]2)CC1
* total charge: 0
* LUMO level: 0.0154 Ha

Results of the natural (NBO) charge analysis, in e, for atoms 1 through 4: -0.823, 0.680, -0.620, -0.320



In Eh, the DFT total energy values for the records above are, in order, -2745.92127, -5521.51043, -1350.16390.